ORCA calculation (ωB97M-V/def2-TZVPD) on a cluster of 5 separate species, C20H32BrNO15 in total in a non-equilibrium geometry.

SMILES   CNC[C@](O)(Br)OC=O.C[C@@H]1COC(=O)O1.C[C@@H]1COC(=O)O1.C[C@@H]1COC(=O)O1.C[C@@H]1COC(=O)O1
Max |F|   3.339 eV Å⁻¹
Calculated total energy   -4538.6812 Eh
E_LUMO   0.308 eV
Frontier orbital gap   9.114 eV

Geometry (Å):
C 2.593991 0.192643 1.233436
N 1.770154 0.480697 2.460839
C 0.573513 1.244917 2.081975
C -0.599090 0.342230 1.614556
O -1.224815 0.941181 0.530237
Br -1.939655 0.276691 3.082024
O -0.182753 -0.895825 1.137060
C -0.023330 -1.870980 2.101737
O -0.810530 -2.679536 2.358854
H 3.452681 0.868289 1.210344
H 1.947054 0.364728 0.372861
H 2.904076 -0.859189 1.270056
H 2.340350 1.138697 2.980357
H 0.258085 1.824085 2.956032
H 0.848906 1.986194 1.311700
H -1.549431 1.806243 0.813640
H 0.947696 -1.918355 2.618633
C 3.235093 -3.735636 6.766141
C 2.654510 -2.381095 6.438004
C 1.751290 -2.358403 5.234421
O 1.868618 -0.997171 4.797659
C 3.094136 -0.563200 5.193479
O 3.594935 0.459971 4.848547
O 3.676244 -1.456477 6.037647
H 4.046977 -3.637914 7.487117
H 2.470716 -4.391525 7.183600
H 3.653709 -4.209980 5.876907
H 2.155771 -1.963661 7.318118
H 0.716931 -2.599732 5.473377
H 2.095334 -3.009285 4.425368
C -1.623270 3.850542 -2.859088
C -0.125763 3.694745 -2.985525
C 0.323600 2.770028 -4.085472
O 1.599665 2.329133 -3.602301
C 1.551208 2.391699 -2.244841
O 2.371995 1.932484 -1.517168
O 0.435194 3.045770 -1.831354
H -1.876848 4.331875 -1.919930
H -2.014696 4.445498 -3.676502
H -2.118318 2.876111 -2.863062
H 0.345809 4.678131 -3.075185
H 0.425342 3.269456 -5.046990
H -0.320060 1.894006 -4.200252
C 1.009501 -3.476104 -1.055191
C 2.514191 -3.481601 -1.167794
C 3.059756 -4.311620 -2.299593
O 4.366040 -4.648281 -1.817602
C 4.301311 -4.648865 -0.458062
O 5.155951 -5.056319 0.257873
O 3.120342 -4.121271 -0.033161
H 0.704757 -3.061022 -0.096761
H 0.561643 -2.883628 -1.853176
H 0.604297 -4.488526 -1.105949
H 2.889987 -2.454597 -1.209721
H 3.122202 -3.764023 -3.237925
H 2.503935 -5.239159 -2.459673
C -7.030069 1.549860 -3.524450
C -6.556494 2.972133 -3.702437
C -5.835371 3.237635 -4.998061
O -5.002085 4.350865 -4.650130
C -4.756315 4.260284 -3.315779
O -3.956220 4.917720 -2.732907
O -5.542284 3.310875 -2.743302
H -7.325919 1.373418 -2.490375
H -7.880831 1.342802 -4.174023
H -6.234794 0.838617 -3.754169
H -7.390973 3.665393 -3.561153
H -6.506082 3.496367 -5.814805
H -5.191517 2.410986 -5.308721

Force components x, y, z for each atom (eV/Å):
C -0.83 -0.14 0.82
N 0.09 0.74 -1.20
C 0.86 0.12 0.84
C 0.51 1.62 -1.04
O -0.18 -0.41 0.00
Br -0.11 -0.37 0.23
O -0.64 0.07 0.57
C 2.84 0.82 0.39
O -2.70 -1.96 0.09
H -0.01 -0.26 -0.27
H 0.49 -0.14 -0.19
H 0.18 0.22 -0.20
H -0.16 -0.40 0.56
H -0.07 -0.18 -0.14
H -0.56 -0.35 -0.25
H 0.10 -0.07 -0.08
H 0.18 0.83 -0.53
C 0.34 0.02 -0.08
C 0.19 -0.69 0.19
C -0.42 0.07 0.02
O 0.35 -0.22 0.51
C 0.02 0.07 -0.11
O -0.02 -0.04 0.06
O -0.24 0.30 -0.20
H -0.11 0.01 0.09
H -0.02 0.06 0.00
H -0.06 0.04 -0.03
H -0.06 0.06 -0.07
H -0.03 0.20 -0.10
H 0.11 -0.08 0.13
C 0.67 -0.44 0.22
C -0.80 0.05 -0.03
C 0.19 0.09 -0.30
O -0.08 -0.01 0.23
C -0.04 -0.02 0.17
O -0.02 0.01 -0.11
O 0.44 -0.11 -0.21
H 0.04 0.15 -0.08
H 0.14 0.08 -0.02
H 0.07 -0.02 -0.02
H 0.08 -0.06 -0.04
H 0.21 -0.06 0.03
H -0.10 0.08 0.10
C -0.05 -0.23 0.25
C -0.71 0.12 -0.04
C 0.18 0.09 -0.29
O -0.11 0.00 0.23
C 0.08 -0.06 0.13
O -0.06 0.01 -0.06
O 0.36 -0.06 -0.21
H -0.01 0.12 -0.12
H 0.06 0.05 0.03
H 0.08 -0.02 -0.03
H 0.08 -0.04 -0.04
H 0.21 -0.03 0.03
H -0.12 0.07 0.09
C 0.21 -0.13 0.25
C -0.31 -0.66 0.01
C -0.11 0.19 -0.29
O 0.06 -0.10 0.23
C -0.07 0.09 0.19
O -0.79 0.20 -0.05
O 0.18 0.34 -0.24
H -0.11 0.07 -0.04
H 0.01 0.06 0.01
H 0.02 0.06 -0.04
H 0.07 0.07 -0.06
H 0.11 0.19 0.01
H -0.08 -0.09 0.11



ORCA calculation (ωB97M-V/def2-TZVPD) on a structure of composition C20H32ClN4Pt.

Max |F|   0.169 eV Å⁻¹
Total charge   +1
Calculated total energy   -1579.5840 Eh
Relative energy (zero: lowest compared OMol25 entry of this formula, charge and spin)   0.597 eV
E_LUMO   -2.418 eV
Frontier orbital gap   8.168 eV

Geometry (Å):
Pt -0.813180 -0.511922 -0.327351
N -2.519450 -1.321476 0.777093
C -2.540891 -1.400888 2.263887
C -1.845287 -0.218075 2.919589
N -0.425568 -0.197556 2.605780
C 0.472009 -0.828300 3.570693
C 1.811767 -1.201668 2.910911
N 2.310296 -0.262681 1.912380
H -3.294954 -0.736909 0.473650
H -2.701489 -2.245789 0.396532
H -2.048997 -2.325864 2.559625
H -3.574287 -1.461948 2.612203
H -2.038695 -0.260998 3.998519
H -2.304310 0.704260 2.556701
H -0.117969 0.750231 2.448987
H -0.003263 -1.737377 3.950133
H 0.641204 -0.178402 4.440087
H 1.709605 -2.164493 2.410311
H 2.566112 -1.330934 3.688475
H 1.643329 -0.216459 1.148307
H 2.453356 0.665589 2.291478
Cl -5.161173 2.818502 -0.768948
C -3.518245 2.308746 -0.963685
C -2.684089 2.242598 0.115074
C -1.350387 1.805746 -0.060943
C -0.867338 1.469591 -1.344095
C 0.412227 0.760179 -1.411886
C -1.767134 1.582611 -2.439489
C -3.054683 1.993949 -2.257875
H -3.034357 2.552713 1.090514
H -0.648491 1.939384 0.753046
H 1.220413 1.185736 -0.817456
H 0.741578 0.551059 -2.428997
H -1.411848 1.340383 -3.433748
H -3.733173 2.082742 -3.095174
C 2.702450 -1.668240 -1.829577
N 1.974177 -1.941856 -3.109627
C 2.705518 -2.969214 -3.900490
C 0.486958 -2.301191 -2.920779
C 0.272755 -3.079515 -1.666456
C 0.534909 -4.451220 -1.695305
C 0.512862 -5.208855 -0.538414
C 0.224137 -4.571930 0.659041
C -0.086025 -3.219340 0.673913
C -0.099298 -2.421310 -0.478826
H 3.666098 -1.231123 -2.080535
H 2.836278 -2.609528 -1.304772
H 2.110139 -0.998516 -1.216396
H 1.987593 -1.077318 -3.648561
H 2.696474 -3.898159 -3.337154
H 3.730149 -2.637496 -4.049378
H 2.211855 -3.105534 -4.859077
H 0.207455 -2.848005 -3.820217
H -0.050190 -1.359017 -2.874125
H 0.744802 -4.935529 -2.643714
H 0.715158 -6.270663 -0.569491
H 0.223842 -5.133074 1.585489
H -0.312005 -2.757933 1.624962

Force components x, y, z for each atom (eV/Å):
Pt 0.02 -0.07 -0.01
N -0.01 0.03 0.00
C 0.00 0.00 0.00
C 0.01 -0.02 0.00
N -0.01 0.01 0.01
C 0.00 0.01 -0.01
C -0.02 0.01 0.01
N 0.03 -0.14 -0.03
H 0.00 -0.01 0.00
H 0.01 0.00 0.00
H 0.00 0.00 -0.01
H 0.00 0.00 0.00
H 0.00 0.00 0.00
H 0.01 0.00 0.00
H 0.01 0.00 0.00
H 0.00 0.00 0.00
H 0.00 -0.01 0.00
H 0.01 0.00 0.00
H 0.00 0.00 0.00
H -0.04 0.15 0.06
H 0.01 0.01 -0.02
Cl 0.00 0.00 0.00
C 0.00 0.01 0.04
C -0.04 0.00 -0.03
C 0.05 -0.01 0.03
C -0.02 0.02 0.03
C -0.04 0.01 0.00
C 0.00 -0.01 -0.03
C 0.01 -0.01 -0.02
H -0.01 0.00 0.00
H 0.00 0.00 -0.01
H 0.01 0.00 -0.01
H 0.02 0.00 0.00
H -0.01 0.00 0.00
H 0.00 0.00 0.00
C -0.01 -0.01 0.00
N 0.02 0.01 -0.01
C -0.01 0.00 0.00
C 0.00 0.00 0.00
C 0.00 0.00 0.01
C 0.01 -0.02 0.00
C -0.01 0.01 -0.01
C 0.01 0.00 0.00
C -0.01 -0.02 0.02
C 0.00 0.03 -0.03
H 0.00 0.00 0.01
H 0.00 0.00 0.00
H 0.00 0.01 0.00
H -0.02 0.00 0.00
H 0.00 0.00 0.00
H 0.00 0.00 0.01
H 0.00 0.01 0.00
H 0.00 0.00 0.00
H 0.00 0.00 0.00
H 0.00 0.00 0.00
H 0.00 0.00 0.00
H 0.00 0.00 0.00
H 0.00 0.00 0.00



ORCA calculation (ωB97M-V/def2-TZVPD) on a cluster of 5 separate species, C20H32FNO15 in total in a non-equilibrium geometry.

SMILES   [H]/N=C/CC1=C([C@@H](C)F)C(=O)OC1=O.COC(=O)OC.COC(=O)OC.COC(=O)OC.COC(=O)OC
Max |F|   9.895 eV Å⁻¹
Calculated total energy   -2064.2640 Eh
Relative energy (zero: lowest compared OMol25 entry of this formula, charge and spin)   6.834 eV
E_LUMO   -1.964 eV
Frontier orbital gap   8.495 eV

Geometry (Å):
H 3.962039 -3.330017 -2.102023
N 3.058264 -2.817447 -1.999502
C 3.225913 -1.589619 -1.404224
C 2.049184 -0.502430 -1.055328
C 1.668225 -0.375057 0.534083
C 1.673570 -1.400728 1.633676
C 2.065146 -3.013336 1.480512
C 1.571725 -3.890167 2.816588
F 1.314216 -3.638012 0.327714
C 1.214605 -0.586762 3.000328
O 1.161687 -1.023928 4.278974
O 0.842105 0.808620 2.665216
C 1.151916 1.054604 1.220849
O 1.019563 2.231124 0.547800
H 4.349529 -1.288068 -1.137437
H 1.102156 -0.671935 -1.758677
H 2.475088 0.563488 -1.383397
H 3.241598 -3.104740 1.344243
H 1.226027 -4.970455 2.444392
H 2.408708 -3.985704 3.632995
H 0.591192 -3.358200 3.185924
C 0.046548 2.902853 -3.580470
O 0.796014 3.405289 -4.685039
C 1.959615 2.746391 -4.916167
O 2.387152 1.799547 -4.274483
O 2.564876 3.323457 -5.984683
C 3.809950 2.728740 -6.345765
H -0.862737 3.503188 -3.487989
H -0.244462 1.861652 -3.753108
H 0.617682 2.997698 -2.651284
H 3.669350 1.680556 -6.628926
H 4.531573 2.816564 -5.527150
H 4.204144 3.268730 -7.210988
C -1.355012 0.958832 4.463174
O -2.716082 1.092623 4.867899
C -3.544002 0.142031 4.365446
O -3.218798 -0.774549 3.627081
O -4.796095 0.387997 4.826786
C -5.780526 -0.540356 4.375858
H -0.784374 1.770438 4.922979
H -0.940753 0.006882 4.810697
H -1.265055 1.047830 3.375717
H -5.543134 -1.552247 4.719895
H -5.867514 -0.511362 3.284907
H -6.742639 -0.248030 4.805363
C 9.723742 2.074893 -1.416854
O 8.433623 1.469890 -1.478335
C 7.762747 1.701784 -2.634918
O 8.168631 2.360508 -3.579587
O 6.562346 1.073910 -2.558224
C 5.742362 1.232236 -3.714443
H 10.168880 1.824113 -0.450047
H 10.372274 1.682202 -2.206658
H 9.642914 3.164482 -1.486389
H 6.231784 0.805862 -4.596096
H 5.502360 2.288130 -3.875903
H 4.808575 0.689658 -3.543445
C -9.008119 -3.665980 0.562800
O -10.005830 -2.679287 0.818188
C -9.610703 -1.690399 1.659324
O -8.513403 -1.592934 2.186097
O -10.647816 -0.829040 1.812713
C -10.374075 0.270733 2.678650
H -9.432341 -4.406473 -0.120910
H -8.133532 -3.215310 0.082608
H -8.723338 -4.175788 1.488851
H -9.554061 0.878752 2.283016
H -10.143860 -0.081636 3.689303
H -11.271337 0.893706 2.727804

Force components x, y, z for each atom (eV/Å):
H -0.61 0.95 0.21
N 0.17 5.01 2.38
C 0.87 -3.39 -1.15
C 0.32 0.58 -0.48
C -0.40 -2.03 3.37
C -0.36 3.36 -2.81
C -0.68 -0.55 1.13
C -0.80 0.15 -1.13
F 1.95 2.01 2.54
C -0.01 -2.18 4.67
O 0.39 3.21 -9.02
O 1.87 -1.96 -2.81
C -0.21 3.56 -3.46
O 0.77 -8.27 5.38
H -2.58 -0.22 -0.31
H 1.95 0.11 1.89
H -0.91 -2.28 0.82
H -2.73 0.15 -0.26
H 1.08 2.44 0.69
H -1.79 0.42 -1.64
H 2.15 -1.14 -0.32
C -0.32 -0.17 0.48
O 1.10 -0.49 -0.40
C -0.05 -0.08 0.13
O -0.50 1.20 -0.80
O -0.63 -0.38 0.88
C 0.46 -0.18 -0.18
H 0.30 0.03 -0.26
H 0.19 0.14 0.09
H -0.05 -0.16 -0.17
H 0.04 0.14 0.20
H -0.25 -0.10 -0.22
H -0.32 0.06 0.20
C 0.36 -0.07 -0.14
O -0.99 -0.69 -0.27
C 0.19 -0.18 -0.16
O -0.44 1.25 1.00
O 1.08 -0.02 -0.23
C -0.41 -0.34 -0.22
H -0.35 -0.08 0.00
H -0.15 0.19 -0.20
H -0.20 -0.13 0.37
H 0.04 0.16 -0.21
H 0.09 -0.15 0.22
H 0.34 0.16 0.02
C 0.50 0.22 0.05
O -0.69 0.06 -0.83
C 0.19 0.27 -0.36
O -0.61 -0.97 1.38
O 1.02 0.40 0.15
C -0.36 -0.02 -0.36
H -0.35 -0.10 -0.14
H -0.18 0.20 0.04
H 0.03 -0.22 -0.16
H 0.01 0.23 0.12
H 0.21 -0.24 0.06
H 0.25 0.11 0.19
C 0.37 -0.40 -0.12
O 0.13 0.90 0.67
C 0.35 0.01 0.15
O -1.53 -0.12 -0.72
O 0.72 -0.79 -0.24
C 0.08 0.42 0.31
H -0.17 0.32 0.15
H -0.10 -0.06 0.25
H 0.07 0.22 -0.15
H -0.04 -0.21 0.16
H 0.12 0.05 -0.23
H 0.06 -0.33 -0.20